9
Properties=species:S:1:pos:R:3 method="wB97M-V/def2-TZVPD" multiplicity=1 homo_lumo_gap_ev=9.89 largest_force_ev_per_a=0.89 relative_energy_kj_mol=409.6 smiles="O=CC=C=NO" homo_ev=-10.3
O 2.291 -0.320 -0.050
C 1.390 -1.116 0.056
C -0.002 -0.786 0.432
C -0.501 0.429 0.426
N -1.002 1.551 0.469
O -1.839 1.827 -0.647
H 1.565 -2.195 -0.112
H -0.661 -1.592 0.730
H -1.240 2.202 -1.306